[1]
Entry from the OMol25 dataset: C52H125B3HgN11O27Pb as an isolated structure (ωB97M-V with the def2-TZVPD basis set).

Cartesian coordinates (Å):
Hg  5.86955  11.77648  2.73366
Pb  -10.99095  6.72787  -7.73268
O  3.38637  14.98303  -5.47105
C  2.32113  14.49723  -5.11382
O  1.19868  14.61544  -5.79669
B  0.23262  13.59952  -5.32217
O  0.75286  13.13338  -4.03721
C  2.06760  13.50676  -3.89112
O  2.88220  13.07794  -3.05824
O  0.14633  12.45890  -6.26621
C  -1.01276  12.39856  -6.76095
O  -1.40001  11.62011  -7.66547
C  -1.94121  13.39524  -6.04741
O  -1.16493  14.06269  -5.19199
O  -3.13279  13.56680  -6.37014
O  -2.25180  9.56409  2.55744
C  -2.34347  8.84026  1.56362
O  -3.39912  8.23664  1.12514
B  -3.17770  7.66510  -0.21533
O  -1.75139  7.86841  -0.50586
C  -1.16535  8.46112  0.56698
O  0.01139  8.79201  0.73159
O  -3.49839  6.23048  -0.35300
C  -4.23492  6.00210  -1.44143
O  -4.59635  4.91217  -1.91137
C  -4.55720  7.35402  -2.03065
O  -3.99180  8.28583  -1.24984
O  -5.21600  7.53739  -3.02011
B  3.76540  15.50535  3.96468
H  2.99938  16.21638  3.69659
H  3.33040  14.51863  4.00214
H  4.55368  15.52270  3.22810
H  4.16660  15.73435  4.93980
C  -6.62843  3.75837  -10.58368
C  -7.30842  4.79444  -11.55130
C  -8.49743  4.21114  -12.33640
O  -9.58238  4.03143  -11.49072
C  -10.69775  3.21456  -11.92454
N  -7.61663  6.05456  -10.82089
H  -6.11945  3.02730  -11.21183
H  -7.30040  3.16069  -9.96778
H  -5.84035  4.18544  -9.96348
H  -6.52615  5.00003  -12.28198
H  -8.21927  3.29073  -12.84980
H  -8.70577  4.99764  -13.06173
H  -11.42651  3.85439  -12.42215
H  -11.25879  2.84448  -11.06642
H  -10.33347  2.35335  -12.48465
H  -7.67142  6.79460  -11.50605
H  -6.74803  6.34101  -10.39241
C  1.46644  -2.53588  -7.38176
C  1.21723  -1.13835  -7.86478
C  1.96523  -0.16515  -6.93841
O  1.44995  -0.23984  -5.60098
C  0.09000  0.10148  -5.58135
N  1.82145  -1.21865  -9.20749
H  1.10011  -3.24621  -8.12293
H  0.90587  -2.75751  -6.47360
H  2.50739  -2.70985  -7.10927
H  0.16539  -0.88040  -7.98802
H  1.82908  0.83794  -7.34260
H  3.04040  -0.34291  -6.91572
H  -0.54770  -0.72969  -5.88234
H  -0.24232  0.91757  -6.22297
H  -0.20090  0.27622  -4.54552
H  2.81541  -1.39367  -9.24618
H  1.71454  -0.36773  -9.74097
C  -1.22333  2.80158  11.69202
C  -2.71249  2.61303  11.55983
C  -3.25005  3.50631  10.44672
O  -2.93574  4.86154  10.67463
C  -3.13629  5.68516  9.55081
N  -2.97465  1.17200  11.28150
H  -1.05825  3.81680  12.05280
H  -0.80196  2.69428  10.69250
H  -0.84344  2.10496  12.43935
H  -3.06412  2.86453  12.56043
H  -4.31552  3.28350  10.50367
H  -2.96155  3.19634  9.44233
H  -4.15061  5.59123  9.16294
H  -2.43140  5.50135  8.73998
H  -2.96598  6.73817  9.77500
H  -3.91401  1.04186  10.93401
H  -2.36846  0.81675  10.55594
C  -8.48713  13.18195  0.10958
C  -9.24182  11.94544  0.69501
C  -9.27277  12.03534  2.21998
O  -9.95924  10.88278  2.90188
C  -9.20920  9.64513  2.82502
N  -10.60864  12.03567  0.22900
H  -9.08666  14.07864  0.26638
H  -8.14732  12.96641  -0.90342
H  -7.59233  13.45844  0.66724
H  -8.74835  10.99034  0.51507
H  -9.92456  12.82797  2.58743
H  -8.31740  12.09403  2.74145
H  -8.19472  9.78932  3.19668
H  -9.20104  9.21254  1.82457
H  -9.69918  8.93781  3.49415
H  -10.97942  12.87988  0.64122
H  -11.08047  11.36895  0.82309
C  -3.99696  15.96758  8.18980
C  -2.95878  17.01879  7.94475
C  -3.16649  18.17978  8.91799
O  -2.07039  19.09554  8.91350
C  -2.29088  20.05591  9.87194
N  -1.65021  16.36935  8.14086
H  -4.09259  15.23828  7.38539
H  -4.99841  16.38597  8.29050
H  -3.78833  15.36478  9.07365
H  -3.04276  17.34945  6.90951
H  -3.26326  17.78570  9.92965
H  -4.05721  18.77356  8.71271
H  -1.47197  20.74530  10.07746
H  -2.54362  19.73511  10.88254
H  -3.09043  20.73308  9.57151
H  -1.73839  15.50672  7.62299
H  -1.62471  16.04068  9.09555
C  2.15799  -2.42391  7.07759
C  3.26903  -2.18832  6.10758
C  3.24026  -0.74839  5.61227
O  1.94887  -0.41302  5.06918
C  1.82063  0.94503  4.76052
N  4.55826  -2.63410  6.67579
H  2.11601  -3.47843  7.35019
H  1.19746  -2.26959  6.58598
H  2.26111  -1.90037  8.02805
H  2.91558  -2.84665  5.31400
H  4.01060  -0.65871  4.84636
H  3.55090  -0.04892  6.38838
H  1.58338  1.46413  5.68915
H  0.94053  1.08263  4.13236
H  2.67358  1.36940  4.23091
H  5.23997  -2.42368  5.96089
H  4.44249  -3.63734  6.66139
C  -6.63906  -4.41199  -6.86729
C  -6.30000  -4.44808  -8.40681
C  -6.15359  -5.90482  -9.00991
O  -5.23264  -6.70697  -8.28597
C  -4.84719  -8.00160  -8.71173
N  -7.18186  -3.55787  -9.02543
H  -7.51656  -5.02510  -6.66193
H  -6.78499  -3.44432  -6.38727
H  -5.77626  -4.84635  -6.36231
H  -5.31917  -3.99224  -8.54205
H  -5.77743  -5.68184  -10.00835
H  -7.05472  -6.50144  -9.15169
H  -4.23820  -7.91136  -9.61123
H  -5.68924  -8.69329  -8.73641
H  -4.23900  -8.36164  -7.88193
H  -6.91964  -3.56593  -10.00076
H  -8.12927  -3.90773  -9.03603
C  10.68574  8.48015  -0.39486
C  10.02586  9.40250  0.59898
C  10.32553  10.88087  0.11946
O  9.63583  11.90134  0.80104
C  10.12043  13.22887  0.47149
N  8.58987  9.27675  0.45683
H  11.73237  8.76224  -0.50932
H  10.30810  8.46171  -1.41719
H  10.65584  7.42715  -0.11489
H  10.32977  9.19116  1.62419
H  10.10612  10.92883  -0.94715
H  11.39377  11.08925  0.17897
H  9.52011  13.95333  1.02180
H  10.06093  13.32869  -0.61229
H  11.15364  13.35983  0.79309
H  8.34025  9.31930  -0.52091
H  8.38572  8.30137  0.62123
C  -9.60984  0.65581  7.72008
C  -8.86638  -0.54829  7.14257
C  -8.03217  -0.34140  5.88086
O  -8.76691  0.27381  4.85789
C  -7.95930  0.87092  3.89958
N  -8.12945  -1.14870  8.21644
H  -9.10784  1.33750  8.40666
H  -10.28136  0.20354  8.44989
H  -10.22455  1.14275  6.96303
H  -9.62902  -1.28216  6.88196
H  -7.55748  -1.28271  5.60389
H  -7.21993  0.35398  6.09255
H  -7.36526  1.70209  4.27954
H  -8.62350  1.25581  3.12577
H  -7.20147  0.21955  3.46425
H  -7.78122  -1.97241  7.74703
H  -8.75210  -1.60681  8.86647
C  -12.50151  0.90130  -4.15379
C  -12.40310  2.40373  -4.55495
C  -12.77449  3.29607  -3.39158
O  -12.76491  4.68166  -3.82710
C  -13.47655  5.57954  -2.95253
N  -11.09758  2.74011  -5.13045
H  -11.80924  0.73104  -3.32924
H  -12.35930  0.17202  -4.95130
H  -13.51323  0.71534  -3.79332
H  -13.19659  2.50853  -5.29488
H  -12.06328  3.22523  -2.56862
H  -13.72502  2.99557  -2.95079
H  -13.64862  6.50809  -3.49683
H  -12.92171  5.82952  -2.04823
H  -14.44232  5.20457  -2.61372
H  -10.87332  2.02351  -5.80593
H  -10.36240  2.68834  -4.43984
C  -11.88859  13.71266  -7.61690
C  -12.43830  12.34641  -8.05216
C  -12.24811  12.14690  -9.56397
O  -12.43847  10.76416  -10.04986
C  -12.52457  10.70630  -11.41958
N  -11.53420  11.49461  -7.29767
H  -12.36822  14.48215  -8.22183
H  -10.82369  13.92474  -7.71234
H  -12.21425  13.97541  -6.61043
H  -13.48955  12.27387  -7.77340
H  -11.29271  12.56196  -9.88498
H  -12.94417  12.80182  -10.08807
H  -12.75014  9.68839  -11.73751
H  -11.54262  10.99127  -11.79728
H  -13.31109  11.32228  -11.85554
H  -11.64656  11.77214  -6.33307
H  -10.61082  11.83248  -7.52854

Its electronic energy is -5109.9983 Ha. As for the total charge: +1. The gap between HOMO and LUMO comes out at 1.00 eV.

***

[2]
Entry from the OMol25 dataset: C43H36BCl4N5O4RuS2Te as an isolated structure (ωB97M-V with the def2-TZVPD basis set).

Cartesian coordinates (Å):
Ru  -0.71982  0.18058  0.36839
C  0.38729  4.32011  -2.40596
N  -0.13706  3.24103  -3.20661
C  -1.44142  3.11748  -3.65144
C  -1.50618  1.95017  -4.32300
N  -0.26046  1.36445  -4.30257
B  0.05263  -0.02829  -4.87103
N  0.43983  -1.05974  -3.72172
C  1.34983  -2.05645  -3.96077
C  1.25471  -2.97341  -2.97026
N  0.27297  -2.52889  -2.11727
C  -0.25853  -3.29194  -1.00319
C  -0.18749  -1.34255  -2.57263
S  -1.43098  -0.37836  -1.83554
C  0.59412  2.16679  -3.61824
S  2.24407  1.94632  -3.35331
H  -0.41014  5.04501  -2.24378
H  1.22741  4.79480  -2.91411
H  0.73082  3.93157  -1.45017
H  -2.18827  3.86393  -3.44541
H  -2.33835  1.46607  -4.80094
H  -0.96283  -0.44116  -5.39586
H  0.99313  -0.01029  -5.62620
H  1.99219  -2.01503  -4.82129
H  1.80015  -3.88042  -2.78075
H  0.45252  -3.31022  -0.18002
H  -0.47628  -4.30318  -1.34792
H  -1.18383  -2.82698  -0.67756
C  0.01064  -5.44674  4.33285
C  -0.53117  -4.27863  3.55110
C  -1.73911  -4.35739  2.85772
C  -2.18859  -3.31497  2.07497
C  -3.47592  -3.45166  1.31721
O  -3.51566  -3.52951  0.11140
C  -4.74405  -3.52656  2.12028
C  -5.91199  -3.94445  1.48736
C  -7.10753  -3.97989  2.18408
C  -7.14602  -3.58631  3.51714
C  -5.98720  -3.16234  4.15052
C  -4.78541  -3.13880  3.45551
C  -1.45583  -2.10908  1.95642
O  -1.92013  -1.19892  1.16030
C  -0.30963  -1.96116  2.78401
C  0.13720  -3.06970  3.51839
C  0.32015  -0.65548  3.02554
N  0.05259  0.41178  2.35265
C  0.58237  1.70611  2.80960
C  -0.50140  2.66829  3.26462
Te  -1.62818  3.60479  1.71550
C  -2.74539  1.88743  1.24447
C  -3.50242  1.24959  2.24556
C  -4.44340  0.30767  1.90892
C  -4.68323  -0.00404  0.56541
C  -3.96369  0.61967  -0.42188
C  -2.96551  1.55683  -0.09120
C  1.30612  -0.61208  4.15494
C  0.89477  -0.59237  5.48134
C  1.83837  -0.55489  6.49842
C  3.19210  -0.55183  6.19091
C  3.60289  -0.58242  4.86474
C  2.66290  -0.60962  3.84553
H  -0.69184  -6.28057  4.32490
H  0.20111  -5.17829  5.37402
H  0.95231  -5.80262  3.91000
H  -2.33425  -5.26480  2.91835
H  -5.85800  -4.22717  0.44401
H  -8.01315  -4.30905  1.69064
H  -8.08250  -3.60833  4.06040
H  -6.01849  -2.84885  5.18629
H  -3.87698  -2.80585  3.94197
H  1.04429  -2.97112  4.10131
H  1.13840  2.16175  1.99601
H  1.26744  1.56195  3.64297
H  -0.01983  3.50176  3.77894
H  -1.19320  2.20561  3.96893
H  -3.35980  1.52322  3.28401
H  -5.01548  -0.18805  2.68464
H  -5.42591  -0.74936  0.30934
H  -4.13360  0.37965  -1.46207
H  -2.44662  2.08904  -0.88164
H  -0.16379  -0.61031  5.71328
H  1.51643  -0.53223  7.53197
H  3.92742  -0.52504  6.98504
H  4.65694  -0.57966  4.61859
H  2.97376  -0.62159  2.80637
Cl  5.63867  2.32818  0.35855
C  4.23737  1.32044  0.24570
C  4.36625  -0.05887  0.31040
Cl  5.92230  -0.79268  0.49512
C  3.22212  -0.85836  0.27038
Cl  3.30864  -2.58034  0.45188
C  1.96297  -0.28828  0.14006
O  0.85709  -1.00550  0.19018
C  1.83007  1.11146  -0.00760
O  0.59958  1.59252  -0.14445
C  2.97051  1.89834  0.10643
Cl  2.78667  3.61530  0.15146

The value obtained for the relative energy (zero: lowest compared OMol25 entry of this formula, charge and spin) is 0.0 kcal per mole. Its electronic energy is -5260.0664 Ha. As for the total charge: -1. The spin multiplicity is 2. The gap between HOMO and LUMO (spin up / spin down) comes out at 5.90 / 5.89 eV.

***

[3]
Entry from the OMol25 dataset: a 2-piece molecular cluster, C3H7F2N2 overall (ωB97M-V with the def2-TZVPD basis set).

Cartesian coordinates (Å):
C  1.12728  0.16932  -0.30469
C  -1.75656  -1.30224  0.09851
C  -0.88048  1.30386  -0.53419
N  2.08679  -0.31229  0.51106
N  0.17774  0.91416  0.16058
F  -0.53167  -1.68133  -0.13911
F  -1.66236  2.11296  0.13364
H  1.46473  0.17738  -1.29026
H  -1.79474  -0.77643  1.06880
H  -2.35600  -1.54124  -0.80643
H  -0.87209  1.39953  -1.70351
H  2.94190  -0.66444  0.11661
H  1.83484  -0.48205  1.49797
H  0.22062  0.68283  1.19102

The value obtained for the relative energy (zero: lowest compared OMol25 entry of this formula, charge and spin) is 111.6 kcal per mole. Its electronic energy is -427.3262 Ha. As for the total charge: +1. The gap between HOMO and LUMO (spin up / spin down) comes out at 8.40 / 7.71 eV.

***

[4]
Entry from the OMol25 dataset: C7H12N2 in the gas phase (ωB97M-V with the def2-TZVPD basis set).

Cartesian coordinates (Å):
C  0.91982  -2.10348  -0.50132
C  1.24763  -0.73121  0.16633
C  0.08918  0.18976  0.41623
C  -0.84399  -0.27306  1.52726
C  -0.50789  0.83260  -0.80610
C  -1.91685  1.34826  -0.96057
N  0.30138  1.59679  0.35134
C  1.58131  1.91017  0.13658
N  2.60801  2.40247  0.06449
H  0.38898  -2.67783  0.27738
H  1.76256  -2.54433  -0.80675
H  0.15172  -2.12573  -1.22776
H  2.12333  -0.32272  -0.38809
H  1.73060  -1.13229  1.03928
H  -1.73603  0.28244  1.50721
H  -0.31617  -0.20523  2.39934
H  -1.04175  -1.32359  1.54542
H  0.09632  0.61100  -1.65271
H  -2.33556  0.46620  -1.33012
H  -2.05502  2.06531  -1.71010
H  -2.24758  1.73449  -0.04737

The value obtained for the relative energy (zero: lowest compared OMol25 entry of this formula, charge and spin) is 53.0 kcal per mole. Its electronic energy is -383.3387 Ha. As for the total charge: 0. The gap between HOMO and LUMO comes out at 10.48 eV. The SMILES is CC[C@]1(C)[C@@H](C)N1C#N.

***

The highest electronic energy belongs to which entry?
C7H12N2

***

Which of these has the lowest electronic energy?
C43H36BCl4N5O4RuS2Te

***

Look up the total charge of the third one.
+1